(1)
Below is 2 unconnected molecules or ions with the total composition C4H5NO, with properties calculated with ωB97M-V/def2-TZVPD.

Results
HOMO-LUMO gap ... 0.3976 Eh
HOMO ... -10.47 eV
Net charge ... 0

Each line ends with the Mulliken charge.
Cartesian coordinates (Å):
C (0.273, -0.413, 1.267)  -0.96
C (-0.500, -0.020, -0.011)  0.16
C (0.081, 1.298, -0.879)  -0.04
O (0.723, 2.148, -0.327)  -0.40
C (-0.391, -1.137, -0.949)  0.17
N (-0.220, -1.960, -1.740)  -0.41
H (-0.182, -1.369, 1.725)  0.31
H (1.621, -0.364, 0.687)  0.26
H (0.048, 0.360, 2.038)  0.26
H (-1.539, 0.230, 0.234)  0.33
H (0.086, 1.227, -2.043)  0.32


(2)
Below is a molecular structure, C33H43FN7O3RuS, with properties calculated with ωB97M-V/def2-TZVPD.

Results
Expectation value of S² ... 1.1176
HOMO-LUMO gap (alpha / beta) ... 0.2076 / 0.2436 Eh
HOMO (alpha / beta) ... -5.42 / -6.41 eV
Net charge ... 0
2S+1 ... 2

Each line ends with the Löwdin spin population.
Cartesian coordinates (Å):
Ru (-0.198, -1.430, -0.650)  0.07
C (2.297, -3.875, -3.955)  0.01
C (1.810, -2.860, -2.956)  0.08
N (0.633, -2.959, -2.376)  0.20
N (-0.174, -3.992, -2.812)  0.02
C (-1.502, -3.880, -2.755)  0.03
N (-2.194, -4.962, -3.239)  0.02
S (-2.282, -2.561, -2.115)  0.02
C (2.571, -1.689, -2.708)  0.14
C (3.410, -1.105, -3.679)  0.02
C (3.725, 0.219, -3.620)  0.09
C (3.140, 1.018, -2.595)  0.07
C (2.438, 0.411, -1.612)  0.04
N (2.289, -0.950, -1.565)  0.16
H (1.811, -3.756, -4.928)  0.00
H (2.112, -4.893, -3.603)  0.00
H (3.369, -3.783, -4.095)  0.00
H (0.224, -4.750, -3.338)  0.00
H (-1.792, -5.468, -4.015)  0.00
H (-3.177, -4.774, -3.341)  0.00
H (3.719, -1.698, -4.531)  0.00
H (4.335, 0.671, -4.391)  0.00
H (3.226, 2.096, -2.599)  0.00
H (1.962, 0.957, -0.812)  0.00
C (-1.332, 6.168, -1.926)  0.00
C (-1.630, 5.740, -0.499)  0.00
C (-0.993, 6.686, 0.507)  0.00
C (-1.431, 6.311, 1.914)  0.00
C (-1.128, 4.859, 2.185)  0.00
C (-0.954, 4.409, 3.472)  0.00
C (-0.662, 3.071, 3.708)  0.00
F (-0.500, 2.668, 4.982)  0.00
C (-0.529, 2.173, 2.694)  0.00
C (-0.699, 2.605, 1.374)  0.00
C (-0.551, 1.618, 0.286)  0.00
O (-0.305, 0.443, 0.607)  0.00
C (-0.687, 2.139, -1.033)  0.00
C (-0.995, 3.459, -1.192)  0.00
N (-1.169, 4.359, -0.206)  0.00
C (-1.005, 3.946, 1.117)  0.00
C (-0.516, 1.357, -2.336)  0.00
O (-0.516, 2.029, -3.375)  0.00
O (-0.421, 0.100, -2.240)  0.03
H (-1.577, 7.227, -2.021)  0.00
H (-1.925, 5.626, -2.662)  0.00
H (-0.273, 6.035, -2.164)  0.00
H (-2.713, 5.763, -0.346)  0.00
H (-1.288, 7.709, 0.273)  0.00
H (0.096, 6.616, 0.417)  0.00
H (-2.508, 6.482, 2.011)  0.00
H (-0.939, 6.936, 2.660)  0.00
H (-1.038, 5.095, 4.308)  0.00
H (-0.288, 1.135, 2.883)  0.00
H (-1.091, 3.798, -2.213)  0.00
C (-2.825, -1.392, 1.089)  0.00
C (-3.784, -1.697, 2.275)  0.00
N (-3.226, -2.750, 3.129)  0.00
C (-1.927, -2.307, 3.632)  0.00
C (-0.955, -2.056, 2.446)  0.00
N (-1.644, -2.282, 1.157)  -0.02
C (-2.095, -3.691, 1.128)  0.00
C (-3.037, -3.966, 2.336)  0.00
H (-2.466, -0.366, 1.115)  0.00
H (-3.314, -1.553, 0.130)  0.00
H (-4.760, -2.030, 1.917)  0.00
H (-3.937, -0.809, 2.890)  0.00
H (-1.539, -3.076, 4.303)  0.00
H (-2.078, -1.399, 4.219)  0.00
H (-0.113, -2.733, 2.485)  0.00
H (-0.580, -1.036, 2.440)  0.00
H (-1.207, -4.324, 1.150)  0.00
H (-2.608, -3.861, 0.187)  0.00
H (-2.629, -4.739, 2.991)  0.00
H (-4.016, -4.303, 1.992)  0.00
C (2.313, -2.065, 2.080)  0.00
C (2.900, -1.404, 0.846)  0.00
C (4.213, -2.112, 0.478)  0.00
C (3.221, 0.046, 1.215)  0.00
C (1.910, -1.623, -0.320)  0.01
H (3.055, -2.099, 2.886)  0.00
H (1.989, -3.091, 1.865)  0.00
H (1.457, -1.496, 2.422)  0.00
H (4.950, -2.007, 1.281)  0.00
H (4.641, -1.685, -0.435)  0.00
H (4.044, -3.180, 0.309)  0.00
H (3.868, 0.052, 2.098)  0.00
H (2.308, 0.601, 1.459)  0.00
H (3.753, 0.571, 0.420)  0.00
H (1.932, -2.686, -0.512)  0.00


(3)
Below is a gas-phase ion, C2H5N2O (charge +1), with properties calculated with ωB97M-V/def2-TZVPD.

Results
HOMO-LUMO gap ... 0.3946 Eh
HOMO ... -16.20 eV
Net charge ... +1

Each line ends with the Mulliken charge.
Cartesian coordinates (Å):
C (-1.527, 0.262, -0.269)  0.64
C (0.202, -1.067, 0.041)  -0.88
N (-0.248, 0.381, -0.229)  0.19
N (1.043, 1.195, -0.107)  -0.58
O (-2.616, -0.053, -0.327)  -0.14
H (1.019, -0.970, 0.659)  0.35
H (-0.621, -1.608, 0.476)  0.41
H (0.339, -1.517, -0.881)  0.34
H (1.063, 2.234, -0.310)  0.32
H (1.345, 1.144, 0.948)  0.34


What energy above the lowest of the compared OMol25 structures with the same formula, charge and spin values result from the calculations? In sequence: 64.55 3.90 95.72 kcal/mol.